[1]
Entry from the OMol25 dataset: a molecular structure, C29H26BrCl2FInN4O5 in a non-equilibrium geometry (ωB97M-V/def2-TZVPD).

Results
Net charge = -1

Each line ends with the Mulliken charge.
Cartesian coordinates (Å):
In: 0.0079 -1.3235 -0.5289  1.360
C: -1.7602 6.4607 0.6249  -1.363
C: -2.5997 5.2010 0.9500  -0.134
C: -3.5512 5.3365 2.1221  -0.884
C: -2.9020 5.1515 3.4644  -0.909
C: -2.2196 3.7703 3.4813  1.041
C: -2.0692 3.0412 4.6925  -1.044
C: -1.3851 1.8210 4.5621  0.338
F: -1.1654 1.1096 5.7128  -0.351
C: -0.9943 1.2367 3.3623  -1.328
C: -1.1328 1.9960 2.2130  0.073
C: -0.8348 1.3401 0.9352  1.673
O: -0.7279 0.1118 1.0592  -0.614
C: -0.7481 2.2681 -0.1892  -0.557
C: -1.3327 3.4904 -0.1042  -0.295
N: -1.7462 4.0350 1.0996  0.286
C: -1.7283 3.2792 2.2612  -0.375
C: 0.0212 1.7619 -1.4394  0.512
O: 0.3818 2.4936 -2.3663  -0.767
O: 0.4638 0.5557 -1.3122  -0.721
H: -2.4967 7.2934 0.6457  0.401
H: -1.2941 6.4202 -0.3651  0.391
H: -0.9433 6.6527 1.3342  0.324
H: -3.1395 4.9805 -0.0047  0.448
H: -4.3886 4.6029 1.9763  0.358
H: -4.0606 6.3522 2.1790  0.343
H: -3.6917 5.2146 4.1823  0.421
H: -2.1655 5.9215 3.5895  0.350
H: -2.2399 3.4410 5.7344  0.341
H: -0.6523 0.2293 3.3067  0.802
H: -1.5337 4.0703 -0.9823  0.553
Cl: -2.3973 -3.0991 2.5390  -0.254
C: -2.0933 -4.3443 1.4074  0.582
C: -2.7631 -5.5469 1.5816  -0.486
C: -2.4991 -6.6436 0.7626  -0.481
C: -1.6196 -6.4290 -0.3709  -0.630
C: -0.9262 -5.2544 -0.4545  0.847
Cl: 0.1478 -5.0305 -1.7844  -0.252
C: -0.9882 -4.1708 0.4444  -0.755
N: -0.0641 -3.2916 0.3465  -0.461
H: -3.4381 -5.6073 2.4658  0.279
H: -2.7583 -7.6753 0.9856  0.308
H: -1.3708 -7.1539 -1.1560  0.340
Br: -2.7074 -1.2159 -1.0772  -0.635
C: 2.8890 -3.3357 1.2713  -0.691
C: 2.8472 -1.8372 1.1938  0.812
C: 3.9175 -1.1909 1.9728  -1.201
O: 2.1380 -1.1172 0.4229  -0.519
H: 3.1289 -3.5853 2.3107  0.472
H: 3.7079 -3.7296 0.6555  0.279
H: 1.8872 -3.6471 1.0026  -0.129
H: 4.5273 -1.7988 2.6573  0.366
H: 3.4285 -0.3569 2.5554  0.268
H: 4.4363 -0.6336 1.2294  0.347
N: 4.0352 -0.6568 -6.9966  -0.309
C: 3.9059 -1.7955 -6.2652  0.191
O: 4.3875 -2.8725 -6.5679  -0.644
C: 3.1262 -1.5439 -5.0086  1.627
C: 2.3626 -0.4815 -4.7170  -1.004
C: 1.5023 -0.5440 -3.5864  -0.457
N: 1.4565 -1.5999 -2.8126  -0.096
C: 2.2102 -2.6439 -3.0703  -0.318
C: 2.9941 -2.7055 -4.2162  -1.010
H: 4.4949 -0.7902 -7.9105  0.252
H: 3.5939 0.2064 -6.6868  0.175
H: 2.3691 0.4822 -5.2540  0.191
H: 0.9808 0.3279 -3.1766  0.282
H: 2.2426 -3.4578 -2.3231  0.536
H: 3.5368 -3.5453 -4.5662  0.505

Cartesian forces (eV/Å) of the 6 atoms listed first:
In -1.6 -2.6 0.7
C -0.7 0.4 0.5
C 0.1 0.8 -1.4
C -1.9 0.9 -0.5
C 0.7 -1.8 -0.8
C -0.4 0.8 1.5

[2]
Entry from the OMol25 dataset: a single C5H9NO molecule (ωB97M-V/def2-TZVPD).

Results
ΔE to the lowest compared entry with this formula, charge and spin = 98.0 kcal per mole

Each line ends with the Mulliken charge.
Cartesian coordinates (Å):
O: -2.8027 0.3797 1.3266  -0.232
C: -2.0100 -0.3723 0.6112  -0.361
C: -1.0580 0.4449 -0.2221  -0.639
C: 0.3809 -0.0483 -0.1294  1.112
C: 1.4501 0.7946 -0.7064  -0.738
N: 1.2255 0.7675 0.7423  -0.680
C: 0.5805 -1.5485 -0.1240  -1.331
H: -2.6227 1.3447 1.2376  0.323
H: 0.1027 -2.0141 -0.9924  0.306
H: -1.0786 1.5294 0.0037  0.418
H: -1.4077 0.3025 -1.2578  0.240
H: 1.2103 1.7370 -1.1969  0.257
H: 2.3221 0.2824 -1.1108  0.285
H: 1.9222 0.1864 1.2034  0.288
H: 1.6510 -1.7844 -0.1505  0.398
H: 0.1344 -2.0015 0.7655  0.354

Cartesian forces (eV/Å) of the 6 atoms listed first:
O 0.2 0.0 -0.1
C 0.0 0.4 0.0
C 0.0 -0.1 0.0
C -0.1 -0.2 -0.1
C 0.1 0.1 -0.3
N 0.1 -0.1 0.3

[3]
Entry from the OMol25 dataset: a gas-phase ion, C13H6Cl5O4S (charge -1) in a non-equilibrium geometry (ωB97M-V/def2-TZVPD).

Results
Net charge = -1
ΔE to the lowest compared entry with this formula, charge and spin = 12.5 kcal per mole
Structure (SMILES) = O=S(=O)(c1ccccc1)[C@H](Cl)Oc1c([O-])c(Cl)c(Cl)c(Cl)c1Cl

Each line ends with the Mulliken charge.
Cartesian coordinates (Å):
Cl: 0.3965 5.9828 1.7922  -0.250
C: 1.1949 4.4587 1.6633  0.178
C: 0.4972 3.2428 1.3939  0.306
Cl: -1.2350 3.2716 1.2463  -0.233
C: 1.1908 2.0283 1.3237  -0.157
O: 0.6433 0.8172 1.1397  -0.472
C: 2.6461 1.9850 1.3735  0.377
O: 3.2214 0.8991 1.2997  -0.784
C: 3.3246 3.2618 1.6318  0.261
Cl: 5.0322 3.1696 1.7500  -0.204
C: 2.6384 4.4659 1.7241  0.052
Cl: 3.5240 5.9374 1.9424  -0.209
Cl: 1.1464 1.6851 -1.4932  -0.096
C: 0.3111 0.6545 -0.3472  -0.276
S: 0.3847 -1.2779 -0.7855  1.291
C: -1.1869 -2.3319 -1.0433  0.213
C: -1.8019 -2.8889 0.0850  -0.393
C: -2.8504 -3.8238 -0.0595  -0.477
C: -3.2659 -4.2678 -1.3351  -0.435
C: -2.5967 -3.7548 -2.4711  -0.394
C: -1.5637 -2.8143 -2.3335  -0.344
O: 0.6591 -1.3158 -2.2150  -0.698
O: 1.2213 -1.8957 0.2120  -0.554
H: -0.7295 0.8612 -0.2470  0.554
H: -1.4444 -2.5871 1.0813  0.362
H: -3.3517 -4.2223 0.8337  0.319
H: -4.0841 -4.9736 -1.4437  0.371
H: -2.8842 -4.0978 -3.4780  0.322
H: -1.0375 -2.4691 -3.2405  0.370

Cartesian forces (eV/Å) of the 6 atoms listed first:
Cl -0.4 0.1 0.0
C 1.1 -0.6 -0.5
C 1.2 0.3 0.7
Cl 0.1 -0.1 0.0
C 1.3 2.1 0.6
O -1.0 -0.9 -3.1

[4]
Entry from the OMol25 dataset: a single C4H9N5O molecule in a non-equilibrium geometry (ωB97M-V/def2-TZVPD).

Results
ΔE to the lowest compared entry with this formula, charge and spin = 4.8 kcal per mole
Structure (SMILES) = CN1NC(=O)CN/C1=N\N

Each line ends with the Mulliken charge.
Cartesian coordinates (Å):
C: -0.1725 2.1343 0.4912  -0.867
C: -2.0276 -0.4928 -0.2056  0.376
C: -1.0829 -1.4669 0.4635  -0.325
C: 0.7145 -0.0092 -0.3035  0.272
H: -0.6545 1.6890 1.3812  0.282
H: 0.8682 2.4606 0.6346  0.351
H: -0.8587 2.9430 0.1637  0.298
H: -2.0364 1.0814 -1.3786  0.222
H: -1.2989 -2.5272 0.2465  0.328
H: -1.0934 -1.3072 1.5350  0.226
H: 0.9301 -1.9620 -0.2155  0.362
H: 3.5553 -0.6214 0.2891  0.283
H: 3.1486 -1.0497 -1.1765  0.220
N: -0.1886 1.0950 -0.4921  -0.039
N: -1.4319 0.5636 -0.8042  -0.091
N: 0.2107 -1.2441 -0.1296  -0.213
N: 1.9442 0.2952 -0.1360  -0.438
N: 2.7136 -0.9344 -0.2047  -0.606
O: -3.2397 -0.6472 -0.1582  -0.643

Cartesian forces (eV/Å) of the 6 atoms listed first:
C -1.1 0.2 0.8
C -1.4 -0.7 1.4
C 0.7 -0.4 -1.1
C 0.1 1.9 1.3
H 0.5 0.6 0.4
H -0.6 -0.1 0.1

[5]
Entry from the OMol25 dataset: a molecular structure, C28H28ClIN5OS3Y in a non-equilibrium geometry (ωB97M-V/def2-TZVPD).

Each line ends with the Mulliken charge.
Cartesian coordinates (Å):
Y: 0.6106 -0.0459 -0.1454  0.677
C: -0.8403 -2.4834 -1.6984  -1.017
N: -0.8956 -0.9922 -1.9337  1.676
C: -2.2832 -0.5802 -1.7832  -1.523
C: -2.4262 0.9103 -1.4879  -1.656
N: -1.7956 1.2440 -0.2137  1.947
C: -2.6969 0.7900 0.8617  -1.567
C: -1.5181 2.6708 0.1089  0.066
C: -2.2259 3.6113 -0.5214  -0.491
C: -2.1513 4.9400 -0.1656  -0.880
C: -1.2681 5.3106 0.8193  -0.757
C: -0.5831 4.3031 1.4929  -0.769
C: -0.6517 2.9623 1.1253  0.856
S: 0.4296 1.8599 1.9010  -0.875
C: -0.4797 -0.7134 -3.2808  -0.219
C: -0.9333 -1.4997 -4.3549  -0.747
C: -0.6651 -1.1345 -5.6419  -0.559
C: 0.0604 0.0654 -5.9047  -0.743
C: 0.5371 0.7657 -4.8281  -0.517
C: 0.3202 0.4246 -3.5020  0.545
S: 0.8726 1.5710 -2.2094  -0.440
H: -1.6994 -3.0548 -2.0765  0.537
H: -0.8441 -2.6950 -0.6467  0.137
H: 0.1108 -2.8810 -2.1084  0.125
H: -2.7762 -1.1161 -0.9842  0.596
H: -2.8654 -0.8061 -2.6746  0.432
H: -3.4805 1.2121 -1.3341  0.571
H: -1.9244 1.5244 -2.2093  0.752
H: -2.3285 1.2248 1.8064  0.098
H: -2.8114 -0.2336 0.9503  0.507
H: -3.6526 1.2833 0.6549  0.377
H: -2.8842 3.2877 -1.3388  0.308
H: -2.7307 5.6615 -0.6762  0.456
H: -1.1772 6.3187 1.1354  0.430
H: -0.0295 4.5729 2.3830  0.413
H: -1.4794 -2.3865 -4.1044  0.367
H: -0.8871 -1.7958 -6.4934  0.341
H: 0.2964 0.2265 -6.9462  0.372
H: 1.1494 1.6321 -5.0020  0.450
Cl: 6.9692 -3.2862 1.5087  -0.274
C: 5.5369 -2.7419 0.6869  0.387
C: 4.9434 -3.5659 -0.2648  -0.489
C: 3.6564 -3.2259 -0.7571  -0.478
I: 2.7506 -4.5102 -2.0880  0.056
C: 3.0232 -2.0538 -0.3924  0.239
O: 1.8971 -1.6554 -0.9412  -0.180
C: 3.6970 -1.1760 0.5271  0.160
N: 2.9774 -0.0510 0.8452  0.054
C: 3.5311 0.7486 1.6908  0.026
C: 4.8606 0.5456 2.2416  -1.058
C: 5.5324 -0.5661 1.8760  -0.739
C: 4.9339 -1.5574 1.0504  0.233
H: 5.4518 -4.5014 -0.5674  0.348
H: 2.9226 1.5639 2.0611  0.459
H: 5.2806 1.2662 2.9561  0.384
H: 6.5160 -0.7155 2.3244  0.359
S: -0.5006 -2.1923 1.8399  -0.291
C: -1.4121 -1.4284 3.1035  0.029
N: -2.5944 -1.8928 3.5883  -0.130
C: -3.0064 -1.1722 4.7539  -0.591
C: -2.2325 0.1737 4.5703  -0.334
N: -1.0959 -0.3196 3.7560  0.098
H: -2.9668 -2.8291 3.2475  0.269
H: -2.6861 -1.7295 5.6558  0.305
H: -4.0735 -1.0156 4.9220  0.359
H: -1.9277 0.6244 5.5320  0.396
H: -2.8791 0.9248 4.0555  0.234
H: -0.5079 0.3843 3.2449  -0.110

Cartesian forces (eV/Å) of the 6 atoms listed first:
Y 0.1 0.1 0.1
C 0.7 -0.2 -0.4
N -0.2 -2.1 0.3
C -1.1 1.2 0.2
C 0.0 0.6 0.8
N 1.3 -0.5 1.4

Kohn-Sham gap per entry: 4.62 9.50 6.07 9.05 7.49 eV
HOMO energy per entry: -2.84 -8.54 -3.78 -8.21 -7.35 eV